[1]
Computed, not measured: a 2-piece molecular cluster, C4H7NO2 overall, with ωB97M-V with the def2-TZVPD basis set.

Calculated values
highest occupied orbital energy: -10.81 eV

The geometry in XYZ format:
```
14
Properties=species:S:1:pos:R:3:forces:R:3:lowdin_charge:R:1
C -1.48448 -1.02608 0.01403 -0.1243 -0.1659 0.0147 -0.022
C -0.30906 -0.22633 -0.52613 -0.0963 0.0632 0.1415 -0.358
C 0.01451 0.79607 0.52161 0.0070 -0.2549 0.4137 -0.190
N 1.10494 0.57044 1.13684 -0.3395 -0.1929 -0.0144 0.156
C 1.69465 -0.55732 0.47784 0.4215 -0.2959 0.1953 -0.519
O 2.73040 -1.07944 0.75187 -0.4202 0.2467 -0.1688 0.143
O 0.88607 -0.98796 -0.54538 0.0556 -0.1009 0.1275 0.051
H -1.29694 -1.26266 1.06629 -0.1124 -0.1067 -0.1587 0.096
H -1.61274 -1.95265 -0.54423 -0.0444 0.0703 -0.0112 0.090
H -2.39787 -0.42602 -0.04978 0.0837 -0.1367 -0.0127 0.091
H -0.50122 0.15209 -1.53840 0.0710 0.0926 0.3038 0.154
H -0.66800 1.60117 0.78734 0.1298 -0.1341 0.0742 0.132
H 0.64749 2.27776 -1.01495 0.2921 0.3936 -0.3647 0.088
H 1.19226 2.12093 -0.53695 0.0763 0.5216 -0.5401 0.088
```
Positions in Å, forces in eV/Å.

[2]
Computed, not measured: C37H37CdF3O2P2 as an isolated structure, with ωB97M-V with the def2-TZVPD basis set.

Calculated values
highest occupied orbital energy (alpha / beta): -6.81 / -6.48 eV

The geometry in XYZ format:
```
82
Properties=species:S:1:pos:R:3:forces:R:3:lowdin_charge:R:1
Cd -0.46798 2.81345 -1.38127 -0.8326 0.2389 3.5462 1.359
C -1.86775 1.59663 -2.39408 -1.3458 0.7746 0.1166 -0.413
C -1.63455 0.14845 -2.01179 -1.2044 -1.5888 -0.4244 -0.404
C -0.49412 -0.50723 -2.82983 0.0640 -0.6030 -0.1689 -0.190
C 0.72418 0.36256 -3.27259 -0.5014 -0.7195 0.2620 -0.155
C 0.98564 1.70233 -2.63182 2.1938 1.5624 -2.6996 -0.199
C 0.61514 2.91240 -3.24189 1.5865 -2.1829 -1.6894 -0.254
C -0.52199 2.92237 -4.25385 -0.1852 0.0506 0.1216 -0.210
C -1.67940 1.92643 -3.88128 -0.6232 -0.2191 -0.2514 -0.240
C -0.05827 2.38146 0.68941 0.5368 0.9844 0.4488 -0.257
H -2.84097 1.92738 -2.00550 0.0537 -0.3967 -0.6793 0.053
H -2.54172 -0.42471 -2.33091 0.1546 0.1573 -0.3437 0.104
H -0.96977 -0.88460 -3.75880 0.3580 0.1210 0.5122 0.111
H -0.12106 -1.39777 -2.30691 -0.1104 0.2084 -0.0411 0.087
H 1.64165 -0.23255 -3.10432 -0.3649 0.3217 0.1632 0.113
H 0.69423 0.48736 -4.36954 -0.1807 0.2450 0.4538 0.118
H 1.84039 1.70563 -1.95409 -0.2766 0.2063 -0.1146 0.060
H 1.33048 3.74421 -3.24700 -0.5087 -0.0202 0.7271 0.108
H -0.15073 2.66361 -5.26185 0.0174 0.1817 0.2835 0.115
H -0.92523 3.95065 -4.32188 0.1858 -0.3824 0.0007 0.104
H -2.63671 2.35314 -4.22276 0.4274 -0.0287 -0.1727 0.107
H -1.53145 1.01412 -4.47089 -0.1411 0.1748 -0.0297 0.089
H 0.59164 3.22173 0.97445 -0.0682 -0.4125 0.4299 -0.059
H 0.49181 1.44300 0.76508 0.0167 0.3590 -0.1778 -0.084
H -0.87926 2.30818 1.39635 -0.0515 0.1907 -0.0602 -0.035
P -1.86545 -0.47338 -0.23035 1.6925 0.2350 -0.7026 1.146
P 2.30852 -0.29549 1.40557 0.2691 -0.2168 -1.2470 1.161
C -0.23951 -1.01208 0.39818 -1.5903 -1.8754 0.4486 -0.330
C 1.09272 -0.79493 0.14530 0.7194 -0.0970 0.1989 -0.334
C -2.68697 -2.08811 0.07936 -0.1436 -0.5117 -0.3606 -0.330
C -2.73137 -3.10822 -0.88485 -0.0900 0.0470 0.4428 -0.071
C -3.27762 -4.35139 -0.53580 -0.2434 0.0999 -0.0525 -0.083
C -3.87076 -4.54647 0.71742 0.3284 0.1232 0.0397 -0.080
C -3.76675 -3.55780 1.70369 0.1077 0.1251 -0.4008 -0.061
C -3.14447 -2.34632 1.39234 -0.0232 0.1301 -0.2548 -0.100
C -3.23375 0.66344 0.36540 -0.3743 0.7077 -0.5074 -0.249
C -3.17702 2.07019 0.49192 0.1863 0.2080 0.5689 -0.130
C -4.17196 2.76210 1.19603 -0.0667 -0.1928 -0.2754 -0.071
C -5.31749 2.09726 1.63043 0.0428 -0.0695 -0.0231 -0.084
C -5.51677 0.78431 1.22168 -0.1320 0.1579 -0.2494 -0.079
C -4.52049 0.11468 0.51770 0.3030 -0.6833 0.4039 -0.095
C 3.79821 -1.36457 1.62597 0.0914 -0.1714 0.9116 -0.300
C 3.66233 -2.60705 2.28421 0.1092 0.2183 -0.1563 -0.084
C 4.78740 -3.38424 2.55939 0.2480 0.2378 -0.2147 -0.080
C 6.06834 -2.94110 2.18407 -0.5539 0.1538 -0.0340 -0.084
C 6.21824 -1.68484 1.58898 -0.0747 -0.3843 0.2045 -0.088
C 5.10229 -0.89332 1.34875 -0.3924 0.0888 -0.0447 -0.096
C 3.10841 1.02131 0.37437 0.8996 0.2095 -0.2540 -0.383
C 3.08854 2.33133 0.87878 0.0010 -0.2255 -0.4265 -0.121
C 3.60372 3.38995 0.12560 0.0015 -0.0450 0.0251 -0.084
C 4.18691 3.15344 -1.12088 -0.0175 0.1711 0.0985 -0.101
C 4.29109 1.84679 -1.60004 -0.1417 -0.5026 0.0477 -0.106
C 3.76562 0.77505 -0.85655 -0.0646 0.6627 0.0723 -0.135
H -0.41194 -1.92086 1.01526 -0.4505 1.3376 0.6599 0.080
H 1.54619 -1.18314 -0.77098 0.1792 1.5563 -0.4739 0.067
H -2.34951 -2.94065 -1.89884 -0.0790 -0.0879 0.4293 0.106
H -3.25723 -5.17234 -1.25712 -0.1569 0.3354 0.1671 0.103
H -4.39655 -5.47782 0.94219 0.3157 0.2317 -0.1002 0.105
H -4.17575 -3.72438 2.70571 0.2111 0.0985 -0.4135 0.113
H -3.04436 -1.56667 2.15194 -0.0057 -0.3105 -0.2141 0.104
H -2.36155 2.64759 0.03991 -0.4830 -0.5776 0.8705 0.007
H -4.06500 3.82799 1.40959 0.0768 -0.3196 -0.2323 0.108
H -6.08072 2.60719 2.22059 0.2722 -0.0974 -0.1537 0.106
H -6.45173 0.27233 1.44434 0.1764 0.1254 -0.1551 0.107
H -4.73119 -0.87991 0.11411 0.0665 0.3443 0.5090 0.108
H 2.66989 -2.92669 2.61227 0.3551 0.0525 -0.1699 0.100
H 4.66914 -4.33309 3.08325 0.0447 0.2195 -0.1810 0.103
H 6.93643 -3.56502 2.36913 -0.0833 0.0676 0.0368 0.098
H 7.20710 -1.30494 1.32456 -0.2764 -0.1531 0.1191 0.105
H 5.26290 0.10884 0.94731 -0.1225 -0.4288 0.1241 0.095
H 2.63019 2.51805 1.85190 0.1350 -0.0248 -0.3031 0.105
H 3.54240 4.40407 0.52503 0.0617 -0.2574 -0.1561 0.106
H 4.57564 3.99219 -1.71224 -0.1448 -0.3959 0.2696 0.105
H 4.76902 1.65610 -2.56940 -0.1666 0.0588 0.4452 0.109
H 3.88731 -0.24793 -1.23040 -0.1525 0.3728 0.1471 0.115
F -1.13877 -0.95311 5.60740 0.3500 -0.7280 -0.5939 0.124
C -0.71836 -1.81644 4.64063 -0.0054 -0.0846 0.0996 -0.474
F 0.15043 -2.69114 5.19899 -0.5198 0.6019 -0.2490 0.125
F -1.81352 -2.54721 4.25310 0.8464 0.5754 0.2877 0.103
C -0.12919 -1.00608 3.41094 -0.5816 0.6840 -0.6319 -0.524
O -0.99681 -0.34071 2.82294 0.9159 -0.5274 0.9956 0.011
O 1.11943 -1.13494 3.16879 -1.0698 -0.4921 0.3955 -0.096
```
Positions in Å, forces in eV/Å.

[3]
Computed, not measured: C33H29BiFN7O13S2 as an isolated structure, with ωB97M-V with the def2-TZVPD basis set.

Calculated values
highest occupied orbital energy (alpha / beta): -7.17 / -7.18 eV

The geometry in XYZ format:
```
86
Properties=species:S:1:pos:R:3:forces:R:3:lowdin_charge:R:1
Bi 1.98960 -1.32910 -0.18040 -0.2769 -0.1968 0.2196 2.008
O 5.36433 -3.40265 1.64834 -0.3019 0.1163 -0.1197 0.071
C 4.57279 -2.75971 0.97460 0.0726 0.1086 0.0488 -0.582
O 3.38379 -3.06780 0.63400 0.2634 0.1211 -0.1163 -0.169
C 5.06378 -1.32813 0.47268 -0.0160 -0.3235 0.1097 -0.204
C 6.58582 -1.41629 0.28283 0.1648 0.2047 -0.0754 -0.133
C 6.98823 -0.77083 -1.96724 0.0890 0.1132 -0.0804 -0.079
C 5.84967 -0.17349 -2.31990 -0.1129 0.0022 0.0611 0.023
C 4.53830 -0.42003 -1.76590 -0.0935 -0.0595 0.0140 -0.127
N 4.22290 -0.93972 -0.64027 0.1675 0.2069 -0.1260 0.026
C 3.35329 -0.04509 -2.71518 -0.1453 0.1228 -0.1343 -0.597
O 3.62857 0.59076 -3.71982 -0.0588 -0.1416 0.2380 0.055
O 2.20335 -0.46165 -2.33858 0.3292 -0.1035 0.0116 -0.196
H 6.90889 -2.24391 0.90474 0.1321 -0.0902 0.0872 0.165
H 7.87985 -0.64789 -2.56880 0.0455 0.0020 0.0513 0.137
H 5.84254 0.43647 -3.20932 0.0497 0.0317 -0.0167 0.114
C -2.80712 4.69827 -2.43707 -0.0225 -0.0433 0.0269 -0.063
C -2.84311 4.18855 -1.00136 0.0169 0.0196 -0.3160 -0.190
N -2.20859 2.87852 -0.85065 0.0216 0.0341 0.0879 -0.033
C -0.88810 2.82939 -0.53268 -0.1447 0.0604 -0.0288 0.043
C -0.18306 1.70710 -0.24681 0.0905 -0.1389 0.1006 -0.006
C 1.28577 1.92030 0.10902 0.1689 0.2997 -0.1120 -0.571
O 1.62672 3.08156 0.30156 -0.0021 -0.2025 0.0315 0.044
O 2.07177 0.91052 0.14000 -0.1262 -0.0427 0.0033 -0.171
C -0.89496 0.46515 -0.18447 0.0667 -0.0657 0.0208 -0.295
O -0.47160 -0.59262 0.29580 0.0250 0.1279 0.0496 -0.117
C -2.26229 0.49132 -0.72994 -0.0670 0.0385 0.0265 -0.033
C -2.91657 -0.72593 -0.91766 0.0983 -0.1456 0.0318 0.100
C -4.20913 -0.73077 -1.35597 0.0230 0.0635 0.0606 -0.191
F -4.86321 -1.90698 -1.50522 -0.0542 -0.0134 0.0046 0.064
C -4.89177 0.45644 -1.63342 -0.0165 -0.0080 -0.0381 -0.167
C -4.23574 1.66122 -1.46694 -0.1007 0.1070 -0.0651 0.059
C -2.90994 1.70043 -1.01619 0.0234 -0.1034 0.0239 -0.121
N -6.25548 0.48328 -2.07458 -0.0514 -0.0509 0.0855 -0.098
C -6.70421 -0.56633 -2.97511 -0.0399 0.1975 0.0672 -0.152
C -7.94946 -0.07461 -3.69186 0.2996 -0.1219 -0.0792 -0.084
N -8.99938 0.20228 -2.64785 0.1422 0.1163 -0.0460 0.061
C -8.52207 1.22819 -1.65538 0.1881 0.0573 0.2289 -0.087
C -7.23373 0.72618 -1.02639 0.0391 -0.1271 -0.1661 -0.141
H -3.28654 5.67673 -2.49676 0.0243 -0.0215 -0.0147 0.078
H -3.32536 4.01650 -3.11478 0.0360 0.0226 0.0181 0.070
H -1.77626 4.79833 -2.77887 -0.0378 -0.0044 -0.0044 0.085
H -3.86819 4.12234 -0.64050 -0.0008 -0.0060 0.0999 0.110
H -2.31722 4.88098 -0.34844 0.0134 -0.0183 0.0640 0.126
H -0.36776 3.77812 -0.47929 -0.0084 0.0025 0.0454 0.149
H -2.38225 -1.65113 -0.70271 -0.0601 0.0739 0.0029 0.111
H -4.77333 2.56544 -1.72301 0.0478 -0.0358 -0.0232 0.115
H -6.93934 -1.50598 -2.45447 0.0476 -0.0298 -0.0105 0.130
H -5.92874 -0.78195 -3.70619 0.0011 -0.0133 -0.0395 0.151
H -8.33456 -0.81540 -4.38930 -0.1133 -0.0115 0.0539 0.139
H -7.74705 0.85809 -4.21230 -0.1019 0.0623 0.0033 0.141
H -9.18168 -0.66876 -2.14706 -0.1032 -0.0679 0.0205 0.180
H -9.87037 0.49925 -3.08129 -0.0948 0.0140 -0.0287 0.182
H -9.29966 1.38655 -0.91148 -0.0883 -0.0665 -0.0472 0.138
H -8.33928 2.14899 -2.20347 -0.0611 0.0047 -0.0879 0.140
H -7.44322 -0.18481 -0.43900 0.0259 0.0139 0.0363 0.143
H -6.85674 1.47965 -0.33904 -0.0181 0.0394 0.0096 0.141
S -0.28522 -3.88174 -0.58908 -0.1029 -0.1442 -0.0894 0.508
C 0.01621 -4.07491 1.04288 0.0170 0.1457 0.1043 -1.202
N -0.30456 -3.19444 1.98747 0.2820 0.0930 -0.0818 -0.051
C 0.11529 -3.44647 3.36199 -0.1108 0.0019 0.0261 -0.203
C 1.02505 -4.67898 3.34964 0.0291 -0.0413 -0.1251 -0.392
S 0.84915 -5.44603 1.70657 -0.1176 -0.0544 -0.0167 0.929
H -0.54530 -2.25538 1.69463 -0.1066 -0.0313 -0.0309 0.098
H -0.76867 -3.59993 3.98495 -0.0172 -0.0800 -0.0112 0.114
H 0.67768 -2.59293 3.73416 -0.0005 0.0434 0.0032 0.089
H 0.74200 -5.40824 4.10431 0.0158 0.0424 0.0370 0.070
H 2.06413 -4.39229 3.48609 0.0584 0.0344 -0.0003 0.072
O 2.67977 -1.78672 4.09073 0.0504 0.1086 -0.1638 0.057
C 2.92281 -1.20647 3.04098 -0.3003 -0.1218 0.1547 -0.567
O 2.07810 -1.09575 2.06155 0.3312 0.0567 0.0567 -0.207
C 4.22673 -0.45682 2.90442 0.0965 -0.0808 -0.1488 -0.042
C 4.65137 0.22622 3.97167 -0.0323 0.0622 0.2631 0.063
C 5.79305 1.12843 3.90823 -0.0433 -0.2380 -0.2795 -0.099
C 6.61536 1.17798 2.84997 0.1655 0.2289 0.1666 0.117
C 6.27197 0.32484 1.75980 -0.0529 -0.2702 -0.1767 -0.106
C 4.89027 -0.21094 1.56913 -0.1879 0.0688 0.0337 -0.069
N 7.14006 -0.18103 0.92852 -0.0750 0.1872 -0.0202 -0.132
O 8.33019 0.16032 0.72968 0.0075 -0.1172 0.0595 0.003
O 7.19722 -1.62533 -0.95318 -0.2971 -0.1265 0.0473 0.047
N 6.11689 1.93465 5.08620 0.1343 0.2072 0.2502 -0.352
O 5.43865 1.77172 6.08454 0.0309 -0.0296 -0.1538 0.078
O 7.04320 2.72406 5.00828 -0.1627 -0.1688 -0.0546 0.068
H 4.13087 0.12601 4.91240 -0.0298 0.0142 -0.0231 0.127
H 7.54155 1.73204 2.86093 -0.0185 0.0620 -0.0405 0.135
H 4.27329 0.57273 1.10189 0.0417 0.0163 -0.0548 0.159
```
Positions in Å, forces in eV/Å.

[4]
Computed, not measured: C24H28Cl5N2O2P2Pt as an isolated structure, with ωB97M-V with the def2-TZVPD basis set.

Calculated values
highest occupied orbital energy (alpha / beta): -2.62 / -2.62 eV
total charge: -1

The geometry in XYZ format:
```
64
Properties=species:S:1:pos:R:3:forces:R:3:lowdin_charge:R:1
Pt 0.00000 0.00000 0.00000 5.6278 13.1404 -1.1017 0.951
C -3.67230 1.50660 0.63050 -0.1972 1.2751 -0.3157 -0.255
P -2.39990 0.33650 0.00000 -1.0628 0.0208 0.5807 0.915
C -2.47490 -0.97140 1.24910 -7.2442 1.6679 6.6522 -0.351
N -3.31710 -0.70550 2.28210 0.9851 -0.2162 -1.2727 0.153
C -3.22010 -1.47740 3.37970 -0.0013 -0.3170 0.1342 -0.246
C -4.01210 -1.19720 4.48780 -0.5832 -0.1276 1.6109 -0.027
C -3.90350 -1.94170 5.66380 -0.4823 0.9298 -0.7834 -0.107
C -2.99490 -2.98890 5.72950 0.8751 -0.6625 -0.7166 -0.105
C -2.20480 -3.28520 4.61750 -0.3059 -0.4325 1.6727 -0.024
C -2.30130 -2.54340 3.44540 -0.1548 0.1995 0.1800 -0.243
N -1.50110 -2.83920 2.40690 0.0351 1.0579 -1.1969 0.170
C -1.58460 -2.04420 1.31210 -0.7202 -7.3734 6.1408 -0.347
P -0.41810 -2.39900 0.00000 1.2587 -4.8629 -3.2530 0.811
C 1.17470 -2.06440 0.83020 -0.0550 -2.5897 1.6892 -0.389
C -0.41880 -4.26810 -0.20660 0.6968 -1.7107 0.8321 -0.697
C -1.86310 -4.79310 -0.33190 0.0768 0.2529 0.1983 -0.109
C 0.30150 -5.03880 0.90960 -0.0435 -0.4616 0.0474 -0.132
C 0.30340 -4.57430 -1.53980 -0.1322 0.2008 0.1340 -0.131
C -3.16360 -0.25030 -1.61800 -0.0222 0.7436 -1.2915 -0.617
C -3.88800 0.92200 -2.32380 -0.2366 0.1705 0.2391 -0.118
C -2.04830 -0.68820 -2.59520 -0.0434 -0.2163 -0.1323 -0.118
C -4.16280 -1.39550 -1.42890 0.0113 -0.0905 0.3736 -0.072
H -4.66650 1.05020 0.66790 0.1308 -0.1313 0.0032 0.041
H -3.72850 2.39590 -0.00400 -0.0348 0.0185 -0.0693 0.027
H -3.41710 1.85820 1.63510 0.0730 -0.3030 -0.1673 0.037
H -4.71370 -0.36890 4.43740 0.1088 -0.0774 -0.1079 0.106
H -4.52160 -1.69470 6.52340 0.0614 -0.0190 -0.1417 0.092
H -2.89210 -3.57210 6.64140 -0.0070 0.0522 -0.1504 0.093
H -1.48670 -4.09920 4.66790 -0.0493 0.1152 -0.1212 0.107
H 1.26910 -2.56530 1.79780 0.0919 -0.0537 0.2393 0.056
H 1.28680 -0.98990 1.00630 -0.7261 -1.9642 1.9438 -0.139
H 2.01120 -2.38040 0.19970 -0.2946 -0.0630 -0.0813 0.034
H -2.43670 -4.65390 0.59070 0.1171 0.0695 -0.0433 0.068
H -1.87060 -5.86830 -0.54840 0.1310 0.0462 -0.0453 0.072
H -2.40850 -4.29690 -1.14250 0.0818 0.0667 0.0068 0.059
H -0.13100 -4.85970 1.89710 -0.0188 0.1466 -0.1719 0.053
H 1.36660 -4.78730 0.96050 -0.0825 0.0535 -0.0550 0.062
H 0.24530 -6.11990 0.73160 0.0597 -0.1571 -0.0404 0.063
H -0.19310 -4.09140 -2.39070 0.0645 0.0582 0.1993 0.058
H 0.31450 -5.65240 -1.74090 -0.0210 -0.0128 0.1569 0.070
H 1.34540 -4.23380 -1.52720 -0.1004 0.0451 0.0217 0.065
H -3.23510 1.79640 -2.43580 -0.0562 -0.1268 0.0497 0.084
H -4.78890 1.23510 -1.78590 0.1479 0.0242 0.0230 0.066
H -4.21710 0.63390 -3.33000 0.1498 -0.1396 0.1521 0.076
H -1.21550 0.02580 -2.61790 -0.1276 -0.1346 0.0775 0.067
H -2.42810 -0.76920 -3.62130 -0.2424 0.1629 0.1310 0.079
H -1.64740 -1.67380 -2.35800 0.1692 0.1359 0.2496 0.038
H -4.99440 -1.10650 -0.77750 0.0712 0.0045 -0.0194 0.081
H -3.69340 -2.28330 -0.99550 0.0646 0.1047 0.0346 0.065
H -4.58880 -1.70100 -2.39240 0.1151 0.1717 0.0032 0.086
Cl 6.06830 3.97080 -0.00010 -0.3512 -0.1169 0.0153 0.614
C 4.41900 3.39890 -0.00010 0.1602 0.3425 0.0305 -0.709
C 4.15850 2.02520 0.00000 -0.6443 -0.0713 -0.0473 -0.681
Cl 5.44330 0.85600 0.00000 -0.2832 0.2758 -0.0158 0.662
C 2.82860 1.60540 0.00000 1.5087 -0.0372 -0.4262 -0.513
Cl 2.30620 -0.03270 0.00000 7.3830 1.9613 -1.8193 0.824
C 1.72380 2.45680 0.00000 0.0217 0.3029 0.0707 -0.505
O 0.58120 1.89450 0.00000 0.9805 4.4751 0.1477 -0.316
C 2.01730 3.84220 0.00000 0.3836 0.8421 0.0257 -0.576
Cl 0.69480 4.99130 0.00000 0.3388 -0.5420 -0.0052 0.650
C 3.34950 4.31400 -0.00010 -0.5182 -0.5902 -0.0198 -0.679
Cl 3.67650 6.03010 -0.00010 -0.1286 -0.6155 -0.0015 0.629
O -1.31400 -0.95510 0.00000 -7.0100 -4.9180 -10.4533 -0.976
```
Positions in Å, forces in eV/Å.